A structure of composition C29H32N9O2S4Ti at a distorted geometry. Source: the OMol25 dataset; level of theory: the ωB97M-V functional and the def2-TZVPD basis.

Atoms and positions in Å:
Ti1 -0.3101 0.2003 -0.2197
N1 -0.0858 1.3265 1.7414
N2 -0.6101 0.7166 2.8970
C1 -1.2819 -0.4413 2.8138
N3 -1.8796 -0.8893 3.9023
S1 -1.3007 -1.3800 1.3823
H1 0.8764 1.6039 1.9342
H2 -0.6210 2.1745 1.5487
H3 -0.6477 1.2895 3.7298
H4 -1.8812 -0.3885 4.7792
H5 -2.3993 -1.7529 3.8642
N4 -5.8689 5.3629 -3.4163
C2 -4.9669 4.5657 -2.8498
C3 -5.3301 3.2542 -2.4345
C4 -4.4148 2.4376 -1.8495
C5 -3.0907 2.9041 -1.6507
C6 -2.7085 4.1995 -2.0724
C7 -3.6324 5.0120 -2.6540
S2 -1.9853 1.8921 -0.9536
O1 -2.4182 1.1398 0.2419
O2 -0.6867 2.5332 -0.6316
N5 -1.4713 0.5741 -1.8229
C8 -0.3972 0.8811 -2.7048
N6 0.7432 0.6822 -2.0389
C9 1.8952 0.9496 -2.6623
C10 1.8594 1.3990 -3.9670
C11 0.6122 1.5515 -4.5679
N7 -0.5393 1.2956 -3.9338
H6 -6.8199 5.0640 -3.5547
H7 -5.6366 6.2977 -3.7084
H8 -6.3456 2.9130 -2.5846
H9 -4.7038 1.4433 -1.5333
H10 -1.6950 4.5463 -1.9221
H11 -3.3558 6.0097 -2.9676
H12 2.8130 0.7969 -2.1092
H13 2.7691 1.6311 -4.5006
H14 0.5315 1.8995 -5.5907
S3 -0.2925 -2.0325 -1.3852
C12 1.1791 -2.7971 -1.0080
N8 1.6271 -3.8218 -1.6719
C13 2.8392 -4.5278 -1.2189
C14 2.8570 -4.5504 0.2811
N9 2.7486 -3.1668 0.7842
C15 3.5920 -2.8598 1.9806
C16 5.0501 -2.9486 1.6282
C17 5.8208 -4.0142 2.0785
C18 7.1630 -4.0978 1.7317
C19 7.7333 -3.1186 0.9330
C20 6.9678 -2.0481 0.4843
C21 5.6303 -1.9618 0.8334
C22 2.0027 -2.3034 0.1660
S4 1.9220 -0.6605 0.6146
C23 0.9490 -4.4161 -2.8663
C24 0.4331 -5.7893 -2.5394
C25 -0.6632 -5.9290 -1.6902
C26 -1.1289 -7.1911 -1.3606
C27 -0.5057 -8.3185 -1.8836
C28 0.5785 -8.1837 -2.7372
C29 1.0504 -6.9189 -3.0636
H15 3.7191 -4.0321 -1.6349
H16 2.7837 -5.5436 -1.6050
H17 3.8044 -4.9485 0.6376
H18 2.0365 -5.1400 0.6962
H19 3.3081 -3.5947 2.7351
H20 3.3116 -1.8702 2.3288
H21 5.3830 -4.7709 2.7207
H22 7.7635 -4.9212 2.0933
H23 8.7803 -3.1804 0.6690
H24 7.4222 -1.2761 -0.1219
H25 5.0410 -1.1118 0.5037
H26 1.7035 -4.4383 -3.6539
H27 0.1535 -3.7376 -3.1606
H28 -1.1689 -5.0500 -1.3027
H29 -1.9874 -7.3001 -0.7117
H30 -0.8763 -9.3035 -1.6342
H31 1.0522 -9.0610 -3.1560
H32 1.8869 -6.8155 -3.7462

Cartesian forces (eV/Å) of the 6 atoms listed first:
0.074 -0.886 0.863
-0.112 0.029 0.019
0.029 0.016 -0.106
-0.011 -0.038 0.163
-0.018 0.022 -0.039
0.138 0.061 -0.005

## Properties
HOMO energy	-15.3	eV
max |F|	1.2	eV Å⁻¹
energy	-114533.2431	eV
charge	+3